Entry 1:
The following is a quantum chemistry calculation of a 2-piece molecular cluster, CH2Cl2FP overall at a distorted geometry, from the OMol25 dataset.

Results
2S+1: 1
Energy above the lowest of the compared OMol25 structures with the same formula, charge and spin: 137.0 kJ/mol
Orbital gap: 8.3 eV
Maximum force: 2.95 eV/Å

Last column: Löwdin charge in e.
Cartesian coordinates (Å):
C -1.101 -0.272 0.342  -0.18
F -1.173 -1.366 -0.473  -0.10
P 1.362 0.341 0.399  0.12
Cl 2.242 -1.018 -0.857  0.06
Cl 1.746 2.069 -0.660  0.04
H -1.510 0.603 -0.055  0.02
H -1.566 -0.357 1.304  0.05

Entry 2:
The following is a quantum chemistry calculation of a 2-piece molecular cluster, CH2Cl2N2 overall at a distorted geometry, from the OMol25 dataset.

Results
2S+1: 1
Energy above the lowest of the compared OMol25 structures with the same formula, charge and spin: 472.9 kJ/mol
Orbital gap (spin up / spin down): 7.2 / 7.2 eV
Maximum force: 2.72 eV/Å

Last column: Löwdin charge in e.
Cartesian coordinates (Å):
C -0.217 -0.648 1.221  0.07
N 0.396 0.254 1.659  0.10
N -0.044 -0.211 -1.322  -1.12
Cl -1.381 0.377 -2.155  0.38
Cl 1.152 0.897 -0.975  0.53
H -0.756 -1.442 0.695  0.11
H 0.850 0.773 0.877  -0.07

Entry 3:
The following is a quantum chemistry calculation of the molecule CH2Cl2NO2P at a distorted geometry, from the OMol25 dataset.

Results
2S+1: 1
Energy above the lowest of the compared OMol25 structures with the same formula, charge and spin: 162.3 kJ/mol
Orbital gap: 10.8 eV
Maximum force: 3.18 eV/Å

Last column: Löwdin charge in e.
Cartesian coordinates (Å):
C 1.187 -0.179 0.580  -1.54
N -1.659 0.243 -0.829  -0.14
O 1.005 -0.453 -0.720  -0.33
O 0.255 0.786 0.890  -0.32
P -0.184 0.957 -0.732  0.94
Cl 2.799 0.431 1.051  0.62
Cl 1.047 -1.761 1.336  0.65
H -1.920 -0.366 -0.139  0.01
H -2.530 0.342 -1.436  0.11

Entry 4:
The following is a quantum chemistry calculation of a 2-piece molecular cluster, CH2Cl2NO2S overall at a distorted geometry, from the OMol25 dataset.

Results
2S+1: 1
Energy above the lowest of the compared OMol25 structures with the same formula, charge and spin: 281.0 kJ/mol
Orbital gap (spin up / spin down): 6.4 / 7.1 eV
Net charge: -1
Maximum force: 2.77 eV/Å

Last column: Löwdin charge in e.
Cartesian coordinates (Å):
C -1.493 -0.187 0.156  -1.14
N 0.512 -0.036 -1.045  -0.31
O 2.269 1.115 0.555  -0.49
O 1.968 -1.421 0.528  -0.50
S 1.859 -0.092 -0.169  0.52
Cl -2.366 1.298 0.079  0.47
Cl -2.378 -1.680 0.155  0.48
H -0.813 -0.044 0.928  -0.05
H 0.441 1.047 -1.186  0.03

Entry 5:
The following is a quantum chemistry calculation of a 2-piece molecular cluster, CH2Cl3N overall at a distorted geometry, from the OMol25 dataset.

Results
2S+1: 1
Energy above the lowest of the compared OMol25 structures with the same formula, charge and spin: 411.8 kJ/mol
Orbital gap: 8.4 eV
Maximum force: 2.34 eV/Å

Last column: Löwdin charge in e.
Cartesian coordinates (Å):
C 3.042 -2.635 0.191  -1.14
N 0.422 -0.416 -1.232  -0.35
Cl 1.730 -0.043 -0.032  0.46
Cl 2.981 -2.537 1.857  0.53
Cl 1.703 -3.335 -0.473  0.56
H 0.358 -1.430 -1.346  -0.05
H 0.582 0.037 -2.097  0.00

Entry 6:
The following is a quantum chemistry calculation of the molecule CH2Cl4P2 at a distorted geometry, from the OMol25 dataset.

Results
2S+1: 1
Energy above the lowest of the compared OMol25 structures with the same formula, charge and spin: 128.0 kJ/mol
Orbital gap: 8.4 eV
SMILES: ClP1CP1(Cl)(Cl)Cl
Maximum force: 4.18 eV/Å

Last column: Löwdin charge in e.
Cartesian coordinates (Å):
C -0.406 0.974 0.512  -0.64
P 1.449 0.551 0.578  0.38
P -0.140 -0.847 0.020  -0.56
Cl 1.874 1.279 -1.227  0.18
Cl 0.647 -2.720 -0.795  0.03
Cl -1.003 -0.419 -1.638  0.36
Cl -1.062 -1.802 1.504  0.31
H -0.791 1.326 1.359  -0.04
H -0.568 1.658 -0.313  -0.01

Entry 7:
The following is a quantum chemistry calculation of a 2-piece molecular cluster, CH2Cl4P2 overall at a distorted geometry, from the OMol25 dataset.

Results
2S+1: 1
Energy above the lowest of the compared OMol25 structures with the same formula, charge and spin: 260.4 kJ/mol
Orbital gap (spin up / spin down): 6.3 / 6.6 eV
Maximum force: 2.40 eV/Å

Last column: Löwdin charge in e.
Cartesian coordinates (Å):
C 1.523 0.347 -1.006  -0.30
P -1.745 0.282 -0.662  -0.10
P 0.302 -0.268 -0.033  0.13
Cl -1.917 2.031 0.246  0.19
Cl -2.608 -1.128 0.456  0.15
Cl -0.322 -0.381 3.036  -0.42
Cl 0.643 -2.138 -0.335  0.35
H 2.403 -0.149 -0.683  -0.02
H 1.721 1.404 -1.019  0.01

Entry 8:
The following is a quantum chemistry calculation of the molecule CH2ClF at a distorted geometry, from the OMol25 dataset.

Results
2S+1: 1
Energy above the lowest of the compared OMol25 structures with the same formula, charge and spin: 53.6 kJ/mol
Orbital gap: 12.2 eV
SMILES: FCCl
Maximum force: 4.68 eV/Å

Last column: Löwdin charge in e.
Cartesian coordinates (Å):
C -0.586 0.555 -0.034  -0.61
H -0.967 1.303 0.863  0.14
H -0.681 1.192 -0.830  0.02
F -1.514 -0.444 0.002  -0.09
Cl 1.105 -0.108 0.009  0.53

Entry 9:
The following is a quantum chemistry calculation of the molecule CH2ClF2NS at a distorted geometry, from the OMol25 dataset.

Results
2S+1: 1
Energy above the lowest of the compared OMol25 structures with the same formula, charge and spin: 72.7 kJ/mol
Orbital gap: 11.0 eV
Maximum force: 3.88 eV/Å

Last column: Löwdin charge in e.
Cartesian coordinates (Å):
C 1.090 -0.628 0.457  -0.65
N 1.385 0.717 0.780  -0.41
F 3.982 0.458 0.704  -0.36
F 2.885 1.347 -1.224  -0.36
S 2.659 1.487 0.454  1.10
Cl -0.164 -1.196 1.682  0.49
H 2.050 -1.295 0.640  0.12
H 0.618 -0.596 -0.499  0.06

Entry 10:
The following is a quantum chemistry calculation of a 2-piece molecular cluster, CH2ClF3N2 overall at a distorted geometry, from the OMol25 dataset.

Results
2S+1: 1
Energy above the lowest of the compared OMol25 structures with the same formula, charge and spin: 181.2 kJ/mol
Orbital gap (spin up / spin down): 8.7 / 8.7 eV
Maximum force: 3.31 eV/Å

Last column: Löwdin charge in e.
Cartesian coordinates (Å):
C -1.280 0.772 0.333  -0.77
N -0.596 -0.473 0.141  0.17
N 2.829 0.285 -0.523  -0.52
F -0.777 1.747 -0.382  0.16
F -1.404 1.142 1.604  0.14
F -2.523 0.552 -0.075  0.13
Cl 3.381 1.619 -1.143  0.56
H -1.180 -1.196 0.345  0.05
H 0.393 -0.640 0.295  0.08

Entry 11:
The following is a quantum chemistry calculation of the molecule CH2ClFO at a distorted geometry, from the OMol25 dataset.

Results
2S+1: 1
Energy above the lowest of the compared OMol25 structures with the same formula, charge and spin: 136.1 kJ/mol
Orbital gap: 12.0 eV
SMILES: O[C@H](F)Cl
Maximum force: 6.67 eV/Å

Last column: Löwdin charge in e.
Cartesian coordinates (Å):
C -0.770 -0.313 0.255  -0.65
O 0.581 0.611 -0.374  -0.10
F -0.628 -1.462 -0.312  0.04
Cl -2.363 0.370 -0.141  0.65
H -0.369 -0.140 1.232  0.10
H 0.291 1.082 -1.075  -0.05

Entry 12:
The following is a quantum chemistry calculation of a 2-piece molecular cluster, CH2ClFO2 overall at a distorted geometry, from the OMol25 dataset.

Results
2S+1: 1
Energy above the lowest of the compared OMol25 structures with the same formula, charge and spin: 26.0 kJ/mol
Orbital gap: 11.5 eV
SMILES: O=C(O)Cl.F
Maximum force: 2.29 eV/Å

Last column: Löwdin charge in e.
Cartesian coordinates (Å):
C -1.534 -0.691 -0.188  -1.06
O -0.942 -0.952 0.980  0.04
O -1.365 -1.268 -1.208  0.07
F 0.013 1.437 -0.416  -0.07
Cl -2.570 0.599 -0.016  0.83
H -0.457 -1.772 0.914  0.12
H 0.220 2.317 -0.534  0.08

Entry 13:
The following is a quantum chemistry calculation of the molecule CH2ClFOS at a distorted geometry, from the OMol25 dataset.

Results
2S+1: 1
Energy above the lowest of the compared OMol25 structures with the same formula, charge and spin: 0.0 kJ/mol
Orbital gap: 10.0 eV
Maximum force: 3.02 eV/Å

Last column: Löwdin charge in e.
Cartesian coordinates (Å):
C 0.301 0.753 0.264  -0.29
O 1.864 -0.864 -1.413  -0.57
F -0.519 1.317 -0.686  -0.11
S 1.905 0.542 -0.956  0.62
Cl 3.271 0.619 0.609  0.19
H 0.619 1.418 1.026  0.04
H -0.147 -0.221 0.645  0.13

Entry 14:
The following is a quantum chemistry calculation of a 2-piece molecular cluster, CH2ClN overall at a distorted geometry, from the OMol25 dataset.

Results
2S+1: 1
Energy above the lowest of the compared OMol25 structures with the same formula, charge and spin: 167.2 kJ/mol
Orbital gap: 9.1 eV
Maximum force: 5.94 eV/Å

Last column: Löwdin charge in e.
Cartesian coordinates (Å):
C -0.191 0.481 0.045  -0.14
N -0.706 -0.541 0.361  0.17
Cl 2.025 0.119 -0.902  -0.14
H -0.417 1.418 0.290  0.04
H -0.711 -1.477 0.205  0.06

Entry 15:
The following is a quantum chemistry calculation of the molecule CH2ClN2OP at a distorted geometry, from the OMol25 dataset.

Results
2S+1: 1
Energy above the lowest of the compared OMol25 structures with the same formula, charge and spin: 344.9 kJ/mol
Orbital gap (spin up / spin down): 8.0 / 8.2 eV
Maximum force: 3.66 eV/Å

Last column: Löwdin charge in e.
Cartesian coordinates (Å):
C -1.090 0.105 0.047  -0.44
N -0.222 0.113 1.084  -0.02
N 1.767 -1.567 -0.105  -0.14
O -0.186 0.099 -1.051  -0.27
P 1.119 -0.178 0.047  0.16
Cl 2.378 1.355 -0.010  0.40
H -1.757 -0.780 -0.053  0.13
H -2.009 0.854 0.041  0.17

Entry 16:
The following is a quantum chemistry calculation of the molecule CH2ClNO3S at a distorted geometry, from the OMol25 dataset.

Results
2S+1: 1
Energy above the lowest of the compared OMol25 structures with the same formula, charge and spin: 574.5 kJ/mol
Orbital gap: 9.2 eV
Maximum force: 3.75 eV/Å

Last column: Löwdin charge in e.
Cartesian coordinates (Å):
C 0.286 -1.136 0.982  -0.36
N 0.373 -0.068 0.334  -0.05
O 0.679 0.925 -2.431  -0.52
O -0.550 0.842 -0.078  -0.48
O -0.728 -1.792 1.453  -0.46
S -0.108 1.662 -1.509  0.93
Cl -2.236 -1.291 0.934  0.77
H 1.308 -1.454 1.127  0.14
H 0.976 2.312 -0.812  0.02

Entry 17:
The following is a quantum chemistry calculation of CH2ClOP as an isolated structure at a distorted geometry, from the OMol25 dataset.

Results
2S+1: 1
Energy above the lowest of the compared OMol25 structures with the same formula, charge and spin: 170.5 kJ/mol
Orbital gap: 7.9 eV
Maximum force: 3.00 eV/Å

Last column: Löwdin charge in e.
Cartesian coordinates (Å):
C 0.732 0.500 -0.340  -0.58
O 1.830 0.765 0.014  0.01
P -0.059 -1.237 -0.108  0.86
Cl -2.325 0.212 0.122  -0.14
H -0.102 0.972 -0.935  0.02
H -0.076 -1.213 1.248  -0.16

Entry 18:
The following is a quantum chemistry calculation of CH2CrO3 as an isolated structure at a distorted geometry, from the OMol25 dataset.

Results
2S+1: 5
Orbital gap (spin up / spin down): 8.1 / 9.8 eV
Net charge: +2
Maximum force: 7.43 eV/Å

Last column: Löwdin charge in e.
Cartesian coordinates (Å):
H 0.880 0.180 1.548  0.33
O 0.007 0.021 -1.154  0.14
C 0.201 0.722 -0.029  -0.53
O 1.159 1.413 0.243  0.28
O 0.019 -0.202 0.930  -0.02
Cr -0.941 -1.674 -0.006  1.60
H -0.432 0.520 -1.861  0.20

Entry 19:
The following is a quantum chemistry calculation of CH2F2IN3 as an isolated structure at a distorted geometry, from the OMol25 dataset.

Results
2S+1: 1
Energy above the lowest of the compared OMol25 structures with the same formula, charge and spin: 413.7 kJ/mol
Orbital gap (spin up / spin down): 7.6 / 7.5 eV
Maximum force: 3.66 eV/Å

Last column: Löwdin charge in e.
Cartesian coordinates (Å):
C 0.649 -0.873 -1.047  -0.33
N -1.890 -1.637 -0.158  -0.54
N 0.989 0.268 -0.898  0.23
N 0.317 -1.868 -1.650  0.02
F -1.090 -0.125 1.588  -0.29
F 0.712 -3.207 -1.588  -0.04
I -2.934 -1.453 -1.735  0.94
H 0.706 1.045 -0.375  0.07
H -1.590 -0.765 0.858  -0.06

Entry 20:
The following is a quantum chemistry calculation of a 3-piece molecular cluster, CH2F2INOS overall at a distorted geometry, from the OMol25 dataset.

Results
2S+1: 1
Energy above the lowest of the compared OMol25 structures with the same formula, charge and spin: 0.0 kJ/mol
Orbital gap (spin up / spin down): 7.5 / 7.5 eV
SMILES: O=C(F)F.N=S.I
Maximum force: 4.46 eV/Å

Last column: Löwdin charge in e.
Cartesian coordinates (Å):
C -0.986 -0.284 0.660  -0.63
N 2.066 -1.928 -2.307  -0.49
O 0.083 -0.139 0.997  0.19
F -2.003 0.384 1.192  0.10
F -1.471 -0.984 -0.346  0.18
S 2.387 -1.843 -0.792  0.60
I -0.637 3.331 1.833  0.50
H 2.570 -1.196 -2.775  -0.06
H -2.007 2.660 1.538  -0.38